{"formula": "C13H28N3O7Tl", "method": "ωB97M-V with the def2-TZVPD basis set", "elements": ["Tl", "C", "C", "O", "O", "H", "H", "H", "O", "C", "C", "O", "H", "H", "H", "H", "C", "C", "O", "N", "C", "H", "H", "H", "H", "H", "H", "H", "C", "C", "O", "N", "C", "H", "H", "H", "H", "H", "H", "H", "C", "C", "O", "N", "C", "H", "H", "H", "H", "H", "H", "H"], "coordinates": [[-1.06867, -0.68566, -0.27448], [0.85532, -6.62430, 1.71622], [0.52933, -5.23483, 1.11577], [1.34868, -4.59076, 0.50025], [-0.65728, -4.87727, 1.04129], [1.93749, -6.75324, 1.73599], [0.40433, -7.43857, 1.14906], [0.58643, -6.77986, 2.76102], [-2.00743, 3.20765, 0.58264], [-2.65316, 3.96231, -0.43878], [-1.93335, 3.76573, -1.95547], [-1.94896, 2.55124, -2.71454], [-2.74955, 5.02720, -0.22705], [-3.70462, 3.68272, -0.37280], [-0.93448, 4.20064, -1.92062], [-2.55711, 4.49319, -2.47492], [-0.17262, -2.12628, 6.07000], [0.12059, -0.90533, 5.25383], [-0.08098, -0.92185, 4.02616], [0.47494, 0.16129, 5.94374], [0.77479, 1.43606, 5.32748], [0.38609, -2.11704, 7.00586], [0.12733, -3.01439, 5.51378], [-1.23591, -1.92195, 6.19558], [0.51139, -0.03875, 6.93306], [-0.14380, 1.91944, 4.99487], [1.19237, 1.20376, 4.34780], [1.33386, 2.07332, 6.01264], [4.63675, 3.07944, -0.41845], [3.22984, 2.98432, 0.27854], [2.60907, 1.93609, 0.41610], [2.62564, 4.09682, 0.75736], [2.96768, 5.50381, 0.45957], [4.80291, 2.36039, -1.22061], [5.46366, 3.02085, 0.28928], [4.68309, 3.97820, -1.03343], [1.71715, 3.91270, 1.15842], [3.89371, 5.75268, 0.97790], [2.09416, 6.11814, 0.67783], [3.26249, 5.67491, -0.57576], [-1.97994, -4.08740, -5.88619], [-2.18433, -2.92238, -4.91939], [-1.41637, -2.97168, -3.96236], [-3.02900, -1.95491, -5.16010], [-3.32869, -1.55734, -6.40924], [-1.68572, -5.03700, -5.43920], [-1.15617, -3.87716, -6.56832], [-2.80290, -4.25388, -6.58125], [-2.92944, -1.17757, -4.52299], [-4.10919, -2.19684, -6.82152], [-2.48478, -1.51850, -7.09802], [-3.61466, -0.51819, -6.24655]], "mulliken_charge": [0.96, -0.87, 0.68, -0.65, -0.68, 0.28, 0.23, 0.28, -0.42, -0.32, -0.15, -0.45, 0.28, 0.29, 0.27, 0.24, -1.04, 0.69, -0.65, -0.15, -0.79, 0.34, 0.30, 0.25, 0.19, 0.27, 0.28, 0.31, -0.98, 0.61, -0.65, -0.14, -0.92, 0.31, 0.26, 0.31, 0.28, 0.31, 0.32, 0.30, -1.08, 0.64, -0.62, -0.16, -0.93, 0.32, 0.30, 0.33, 0.26, 0.27, 0.30, 0.37], "charge": 0, "de_lowest_kj_mol": 498.1, "e_homo_ev": -6.21, "mol_weight_g_mol": 542.764, "multiplicity": 1, "orbital_gap_ev": 1.663}


{"formula": "C13H28NO2P", "method": "ωB97M-V with the def2-TZVPD basis set", "elements": ["C", "C", "P", "C", "C", "O", "O", "H", "H", "H", "H", "H", "H", "H", "H", "C", "C", "C", "C", "N", "C", "C", "C", "C", "C", "H", "H", "H", "H", "H", "H", "H", "H", "H", "H", "H", "H", "H", "H", "H", "H", "H", "H", "H", "H"], "coordinates": [[-0.07419, -1.64517, 2.59827], [0.77154, -2.93486, 2.68068], [1.53754, -3.05901, 4.37351], [3.15627, -3.87179, 3.99220], [0.49539, -4.38980, 5.23299], [-0.13302, -3.92852, 6.19370], [0.51624, -5.53553, 4.75854], [0.52691, -0.86427, 2.13178], [-0.98948, -1.82396, 2.02770], [-0.33851, -1.32801, 3.60471], [1.60011, -2.89795, 1.97130], [0.16892, -3.81328, 2.44687], [3.84739, -3.58325, 4.78183], [3.54035, -3.44833, 3.06236], [3.08081, -4.95581, 3.91620], [-0.81132, 3.79802, 0.23216], [-0.83030, 4.05668, -1.27368], [-1.86778, 3.22293, -2.02905], [-1.77266, 1.70400, -1.96998], [-0.54897, 1.06005, -2.58168], [0.64134, 1.09556, -1.64657], [0.43559, -0.08822, -0.73267], [-0.02666, -1.18269, -1.69174], [-0.82380, -0.44049, -2.76961], [-0.21526, 1.67666, -3.89357], [-0.66321, 2.74413, 0.47864], [-0.00644, 4.35698, 0.70715], [-1.74906, 4.11404, 0.68929], [0.16794, 3.91687, -1.69760], [-1.06785, 5.10784, -1.44307], [-1.90361, 3.54667, -3.07162], [-2.85454, 3.46356, -1.62542], [-2.61785, 1.30159, -2.52631], [-1.84667, 1.33133, -0.94993], [1.53504, 0.97359, -2.25797], [0.68453, 2.04848, -1.13276], [-0.32842, 0.11998, 0.01703], [1.34427, -0.35740, -0.20003], [-0.62188, -1.94389, -1.19339], [0.82942, -1.68603, -2.13945], [-1.89332, -0.60378, -2.68754], [-0.50277, -0.71170, -3.77086], [0.10311, 2.70313, -3.73803], [-1.09272, 1.64066, -4.53495], [0.59761, 1.11098, -4.33942]], "mulliken_charge": [-0.87, -0.72, -0.03, -1.00, 0.55, -0.67, -0.69, 0.06, 0.24, 0.52, 0.32, 0.41, 0.32, 0.30, 0.29, -1.18, -0.47, -0.78, -0.75, 0.41, -0.57, -0.46, -0.70, -0.46, -1.23, 0.24, 0.35, 0.38, 0.24, 0.46, 0.35, 0.47, 0.37, 0.47, 0.46, 0.15, 0.03, 0.64, 0.36, 0.33, 0.28, 0.33, 0.35, 0.42, 0.51], "charge": 0, "e_homo_ev": -5.22, "mol_weight_g_mol": 261.346, "multiplicity": 1, "orbital_gap_ev": 4.224}